Entry 1:
Computed, not measured: a molecular structure, C30H36FN4O6SiTm at a distorted geometry, with the ωB97M-V functional and the def2-TZVPD basis.

CARTESIAN COORDINATES (ANGSTROEM)
H1 -0.93843 -5.73949 2.36883
H2 -2.86092 2.51584 4.12030
H3 1.31229 4.40131 2.08114
C1 0.32929 2.85397 0.99697
H4 0.04524 0.43587 -5.59857
Tm1 -0.76355 0.21978 -0.18328
C2 -1.16786 -4.69254 2.25023
C3 -1.64001 -1.60145 -2.78837
N1 2.75574 -1.19257 -1.24970
H5 0.31340 5.47430 0.65677
C4 -1.61731 5.85305 -0.11141
N2 5.48838 -1.71632 -1.36072
H6 -3.69675 5.86977 -0.75535
C5 -4.39443 -0.12436 3.11632
H7 1.42670 2.88853 -3.47445
H8 2.59929 -3.08012 -0.36625
C6 4.65288 -2.96828 -1.11498
C7 -0.44032 -0.18100 -4.84371
F1 0.27283 -1.86028 0.42268
H9 -5.00786 0.76242 2.96867
H10 4.93076 -3.74895 -1.81293
C8 -0.77900 3.65280 0.51381
C9 3.42421 -0.63603 -2.51778
C10 -2.81895 5.27823 -0.54791
N3 -1.60563 -0.52218 2.03143
C11 -1.65638 -2.16459 -4.08698
C12 -2.99043 3.90451 -0.55082
H11 -1.12060 -1.78105 -6.12970
C13 -0.59503 -2.57179 1.29259
C14 -0.34525 0.24036 -3.51599
C15 -2.35195 2.05851 3.25447
O1 0.36700 1.59162 1.14963
H12 4.84594 -3.36400 -0.10628
H13 -0.74898 -0.16370 5.01962
C16 -1.60464 -1.87705 2.00006
H14 -3.85097 3.40547 -0.95788
H15 0.45510 -4.33212 0.86477
H16 -2.26446 0.31114 5.77745
Si1 -2.52116 0.22443 3.28923
C17 3.11972 -2.66030 -1.23846
C18 3.55991 -0.64638 -0.08295
C19 -0.62004 5.02853 0.35621
H17 2.84487 -1.02557 -3.32200
H18 -4.60387 -0.83638 2.31818
H19 -2.10328 -1.34091 5.24270
H20 -1.42557 6.90800 -0.25346
C20 -1.85311 -0.29853 4.99668
H21 -2.06444 -3.14620 -4.23927
C21 -0.36475 -3.92190 1.41617
H22 3.37820 0.45254 -2.55385
O2 -2.14937 1.77405 -0.22777
H23 3.19097 0.38875 0.15170
H24 5.54911 -0.24051 -2.96857
H25 2.31430 2.91236 1.69370
C22 5.07349 -0.75375 -0.22991
O3 -2.41696 -1.30064 -0.58234
H26 -4.77522 -0.54222 4.06100
O4 -2.81841 -3.27530 -1.59096
C23 0.38833 1.37737 -2.97246
H27 1.92159 4.25103 0.46339
H28 -3.29805 -2.25351 3.35517
C24 -2.37763 -2.15628 -1.55948
N4 -0.92933 -0.50434 -2.53560
H29 3.23871 -1.23592 0.80036
H30 2.72019 -3.15851 -2.14258
H31 -1.30525 2.37942 3.30083
C25 -2.48132 -2.71914 2.77931
C26 -2.21660 -4.05871 2.93642
O5 0.98803 2.12791 -3.89746
H32 5.53223 -1.14323 0.69723
C27 4.90232 -1.08044 -2.67356
H33 -2.84051 2.47106 2.35028
H34 4.98278 -1.84063 -3.46053
H35 5.52429 0.22574 -0.40469
C28 -1.08145 -1.40089 -5.10471
H36 -2.85053 -4.67425 3.54068
C29 -1.99175 3.04048 -0.06926
O6 0.34832 1.60497 -1.76443
C30 1.55187 3.64817 1.31239

Computed properties:
Expectation value of S²: 2.00
Gap between HOMO and LUMO (spin up / spin down): 0.178 / 0.178 hartree
Spin multiplicity: 3
Largest force on an atom: 3.0 eV/A

Entry 2:
Computed, not measured: a molecular structure, C30H36MnN7O9 at a distorted geometry, with the ωB97M-V functional and the def2-TZVPD basis.

CARTESIAN COORDINATES (ANGSTROEM)
C1 2.90950 -0.43287 -0.51029
H1 -0.37168 -1.18660 -2.87219
C2 1.02237 2.76263 1.87297
H2 5.25046 -1.11907 0.64387
H3 -3.89153 -5.80286 -0.34257
H4 5.53258 -0.63963 -1.01125
C3 -1.30325 2.37073 -1.22389
O1 2.74837 4.11473 0.79732
C4 0.36581 -3.81321 -0.18417
O2 0.13244 1.93168 1.57411
H5 -2.02957 5.31107 -2.79644
O3 -0.26291 -2.37480 1.54187
O4 3.16316 -1.60392 -0.72878
C5 0.29021 -3.19726 -2.49223
H6 -4.69192 -0.09178 -1.66087
H7 -4.29480 4.76583 -2.04595
N1 4.04846 1.64865 -0.98466
H8 -2.40611 -2.22517 0.34886
H9 -3.91021 0.78017 0.06536
C6 -6.47289 -2.94881 -1.68931
H10 -5.99801 4.18072 -0.38651
H11 0.44283 -3.43465 -3.53512
C7 -3.82283 -5.28522 0.61816
N2 5.28593 2.73405 2.54373
C8 -2.61711 2.05699 -0.87070
N3 -2.95092 -1.44513 0.00026
C9 5.06438 1.53918 3.07337
H12 3.27078 2.07603 3.92404
H13 6.04003 2.83166 1.88566
C10 6.61387 0.56077 0.42099
C11 -4.15445 -1.86823 -0.57908
H14 -5.93946 -4.76108 -0.68990
C12 -5.66365 -3.73486 -0.87854
H15 0.33941 -1.29996 3.13534
C13 -6.12086 -1.64143 -1.95343
H16 -0.13526 3.86235 -2.23657
C14 -2.24724 -0.29918 -0.28604
C15 -1.13280 3.57109 -1.93255
H17 -6.17088 3.50441 -2.03116
H18 7.42896 -0.55383 2.06043
C16 4.05578 0.53443 -0.06130
C17 -3.70200 2.90481 -1.15189
C18 -4.96573 -1.10186 -1.40352
H19 -6.73217 -1.03001 -2.60134
N4 -2.95192 0.84309 -0.24791
C19 -2.19180 4.40169 -2.23613
H20 0.90047 -5.12666 -1.78018
H21 7.48404 0.20265 -0.13217
C20 -0.38911 -1.60831 -0.79563
C21 5.38113 -0.24961 -0.00292
H22 -7.36488 -3.37617 -2.12286
H23 4.47250 3.36435 2.37963
C22 1.79560 3.35188 0.61730
O5 1.34170 2.93755 -0.47849
H24 -0.81379 -0.43149 2.09679
N5 4.04594 1.37510 3.90565
H25 0.57861 -4.51887 0.60559
H26 -6.91297 2.67169 -0.64012
O6 -3.62161 -3.90158 0.44406
C23 -4.50922 -3.20867 -0.32977
C24 -0.17003 -1.94852 -2.12884
N6 5.89526 0.50657 2.86460
H27 4.48648 2.48850 -0.63236
C25 0.04469 -1.10713 2.10320
H28 3.75499 0.91246 0.92238
O7 -4.93195 2.43543 -0.75217
H29 3.83856 0.45925 4.26451
Mn1 0.28250 1.32375 -0.58053
H30 0.87240 -0.63489 1.57181
H31 4.43960 1.39250 -1.88198
O8 1.75612 0.11022 -0.59948
C26 -6.05653 3.25669 -0.97137
H32 -2.94892 -5.64063 1.15940
O9 1.37053 3.13408 3.00186
H33 7.74735 1.17558 2.16920
H34 5.61928 -0.36501 3.28374
C27 -0.08992 -2.55253 0.19433
C28 0.54214 -4.14375 -1.51085
H35 6.46873 1.60468 0.13353
N7 -0.96589 -0.31944 -0.54927
H36 -4.72246 -5.48559 1.20734
C29 6.98816 0.43130 1.90862
C30 -3.48286 4.08928 -1.82663

Computed properties:
Expectation value of S²: 6.09
Gap between HOMO and LUMO (spin up / spin down): 0.288 / 0.289 hartree
Spin multiplicity: 5
Largest force on an atom: 2.3 eV/A
ΔE to the lowest compared entry with this formula, charge and spin: 31.4 kcal per mole

Entry 3:
Computed, not measured: a molecular structure, C30H36MoN3O5S4, with the ωB97M-V functional and the def2-TZVPD basis.

CARTESIAN COORDINATES (ANGSTROEM)
C1 -4.22801 -5.12629 3.51850
H1 -5.04457 -1.72273 1.61783
H2 1.54509 6.85076 -0.47435
C2 2.19865 0.00367 3.42368
C3 -1.33943 -3.23925 -4.32343
H3 5.59851 0.15179 0.81293
H4 6.85700 1.91230 -0.33829
H5 3.52104 0.96779 4.92947
H6 -3.74355 -3.37838 0.22507
S1 0.07777 5.16127 -1.17871
H7 -1.67237 -2.24074 3.24216
S2 -1.92137 0.57412 1.95024
H8 -2.09655 -4.49073 -5.89031
C4 -2.96540 -5.25793 4.07508
H9 -3.80620 -2.85949 -6.60709
N1 -3.14824 -1.48067 0.81972
C5 3.25788 2.21799 3.40616
C6 2.67683 1.21499 4.27051
C7 -4.02792 -1.66101 2.00861
C8 -3.30469 -2.49787 -0.23966
C9 5.14172 2.76773 -1.30940
H10 -0.88092 7.26747 -1.54547
O1 3.82774 2.93940 2.78057
H11 -1.06341 -4.32626 4.41328
H12 6.73143 4.21025 -1.44493
H13 -4.94878 -5.92723 3.60916
C10 5.07500 0.86895 0.19267
H14 1.96689 1.58154 -0.96657
H15 0.77777 6.03195 0.92262
H16 3.86324 -1.04297 2.68968
H17 -2.47638 -0.12210 -3.60357
H18 -2.69887 -6.16525 4.59969
C11 -1.44509 -2.01397 -3.67689
C12 -4.57141 -3.96080 2.84538
O2 3.33976 -1.75778 0.41627
H19 3.25741 3.32859 -2.16062
C13 3.69364 0.79877 0.02960
O3 1.38755 -0.23614 0.67416
C14 -1.48537 -0.47826 -0.60172
H20 -2.04868 -3.47548 -1.66907
O4 -0.46915 3.92861 -0.41642
S3 -0.93842 1.04363 -1.16030
C15 -3.25591 -1.39789 -5.13693
C16 -3.65405 -2.92269 2.74062
C17 -0.53126 -1.68567 -2.52716
H21 -3.94602 -0.76933 2.62345
H22 1.99418 -0.80949 4.11919
C18 -2.38745 -3.05562 3.30575
C19 5.93749 3.79207 -2.06231
H23 0.00460 -0.75128 -2.66656
C20 -2.26146 -0.54687 0.69306
C21 3.76184 2.66128 -1.47096
H24 2.10902 5.22898 0.00083
H25 -5.56285 -3.85676 2.41937
H26 -3.99538 -0.67921 -5.46329
C22 -2.40496 -1.09101 -4.08817
C23 -2.04376 -4.22250 3.96805
H27 6.41270 3.33008 -2.92980
C24 -1.95080 -2.82356 -0.80339
H28 1.88098 1.66821 4.86806
H29 -3.98614 -2.11137 -1.00095
S4 2.80155 -0.49954 0.80914
N2 -1.31585 -1.57543 -1.26586
O5 0.63695 2.47707 1.91215
H30 0.19439 -2.48213 -2.35465
Mo1 -0.67447 2.38655 0.87734
C25 -3.14696 -2.62448 -5.78266
C26 1.24568 5.89077 -0.05071
H31 -0.58251 -3.95317 -4.01821
H32 -1.30063 -3.29618 -0.06340
H33 -1.52540 6.51631 -0.04510
C27 -1.24412 6.34814 -1.08322
C28 5.78285 1.85702 -0.46297
C29 3.03301 1.68344 -0.80741
H34 -2.07579 5.95639 -1.66553
H35 1.26933 0.26620 2.92263
H36 5.30998 4.60427 -2.42570
N3 3.18962 -0.33108 2.42934
C30 -2.18854 -3.54170 -5.38027

Computed properties:
Net charge: +3
Expectation value of S²: 2.01
Gap between HOMO and LUMO (spin up / spin down): 0.241 / 0.244 hartree
Spin multiplicity: 3
Largest force on an atom: 0.7 eV/A
ΔE to the lowest compared entry with this formula, charge and spin: 0.0 kcal per mole